(one)
This record from the Open Molecules 2025 dataset describes C2H3NO2 in the gas phase. The level of theory is ωB97M-V with the def2-TZVPD basis set.

Geometry as XYZ:
```
8
Properties=species:S:1:pos:R:3:lowdin_charge:R:1
C -0.1290 -0.1157 0.1023 -0.058
O -1.0333 -2.2302 0.6478 0.161
H 0.5080 -0.5241 -0.7085 0.108
O -1.9966 -2.3873 -1.4644 0.188
C -1.5623 -1.9315 -0.4744 -0.613
H 0.3371 -0.0146 0.9935 0.059
H -0.4657 0.7494 -0.4891 0.113
N -1.3511 -0.8114 0.2890 0.042
```

For the highest occupied orbital energy, the calculation gives -10.6768 eV. The structure (SMILES) is CN1OC1=O. The value obtained for the orbital gap is 11.51 eV.



(two)
This record from the Open Molecules 2025 dataset describes C2H3NO2 in the gas phase. The level of theory is ωB97M-V with the def2-TZVPD basis set.

Geometry as XYZ:
```
8
Properties=species:S:1:pos:R:3:lowdin_charge:R:1
H -0.1672 -1.1028 0.1397 0.074
N -2.6398 0.7018 0.2535 0.074
H 0.3583 0.1084 -1.1166 0.140
H 0.6520 0.4000 0.6646 0.107
O -3.8567 0.3112 0.2356 -0.131
O -3.7452 -0.8253 -0.4936 -0.256
C -1.4967 0.4437 0.1764 0.029
C -0.1277 -0.0491 -0.0338 -0.037
```

For the highest occupied orbital energy (spin up / spin down), the calculation gives -7.9084 / -7.9089 eV. The value obtained for the orbital gap (spin up / spin down) is 7.56 / 7.56 eV.



(three)
This record from the Open Molecules 2025 dataset describes C2H3NO2 in the gas phase. The level of theory is ωB97M-V with the def2-TZVPD basis set.

Geometry as XYZ:
```
8
Properties=species:S:1:pos:R:3:lowdin_charge:R:1
O 0.0671 0.2750 -0.8314 -0.160
H -0.5535 -1.4419 0.1899 0.128
C -0.1954 -0.4188 0.3780 -0.209
H 0.8672 -0.4037 0.9623 0.181
O 1.4909 0.0485 -1.1815 -0.037
N -1.9992 1.0737 1.4953 0.166
H 1.4708 0.4588 -2.0934 0.127
C -1.1480 0.4084 1.0809 -0.196
```

For the highest occupied orbital energy, the calculation gives -10.6314 eV. The structure (SMILES) is N#CCOO. The value obtained for the orbital gap is 11.26 eV.



Most stable structure, least stable structure: (one), (two).



(one)
This record from the Open Molecules 2025 dataset describes a molecular structure, C2H3NO2. The level of theory is ωB97M-V with the def2-TZVPD basis set.

Geometry as XYZ:
```
8
Properties=species:S:1:pos:R:3:lowdin_charge:R:1
N -0.4510 -1.3091 -0.0723 0.100
H -0.4295 -2.3657 0.0327 0.180
H 0.2688 1.1534 -0.9483 0.122
C -1.2063 -0.1469 -0.0051 -0.493
O 0.8832 -0.6652 0.0661 -0.071
H 0.1256 1.2146 0.9149 0.163
O -2.3287 0.2009 0.0340 0.120
C 0.1468 0.5552 -0.0530 -0.120
```

For the highest occupied orbital energy, the calculation gives -9.8057 eV. The value obtained for the orbital gap is 10.68 eV.



(two)
This record from the Open Molecules 2025 dataset describes C2H3NO2 in the gas phase. The level of theory is ωB97M-V with the def2-TZVPD basis set.

Geometry as XYZ:
```
8
Properties=species:S:1:pos:R:3:lowdin_charge:R:1
O 1.1487 0.9842 -0.0663 -0.038
N 1.7637 -0.1652 -0.0089 0.042
H -1.1328 -0.9300 -1.0447 0.158
O 0.7838 -1.1378 -0.0033 -0.116
C -0.5224 -0.5368 -0.0612 -0.164
H -1.0271 -0.8223 0.8962 0.115
H -0.8565 1.6681 0.2845 0.099
C -0.1573 0.9398 0.0038 -0.096
```

For the highest occupied orbital energy (spin up / spin down), the calculation gives -8.3347 / -7.8791 eV. The value obtained for the orbital gap (spin up / spin down) is 8.88 / 8.69 eV.



(three)
This record from the Open Molecules 2025 dataset describes 2 unconnected molecules or ions with the total composition C2H3NO2. The level of theory is ωB97M-V with the def2-TZVPD basis set.

Geometry as XYZ:
```
8
Properties=species:S:1:pos:R:3:lowdin_charge:R:1
H 1.7322 0.2422 0.2661 0.082
O -1.1681 -1.9238 -0.7470 0.180
C -1.6057 -1.3955 0.1945 -0.470
N 0.3841 1.4741 0.8862 0.092
H 1.5574 1.4926 -0.8245 0.062
H 0.2227 0.0798 -0.6356 0.099
C 0.9690 0.8804 -0.1821 -0.294
O -2.0917 -0.8498 1.0423 0.250
```

For the highest occupied orbital energy (spin up / spin down), the calculation gives -9.5505 / -9.5714 eV. The value obtained for the orbital gap (spin up / spin down) is 9.12 / 9.21 eV.



Most stable structure, least stable structure: (one), (two).



(one)
This record from the Open Molecules 2025 dataset describes C2H3NO2 in the gas phase. The level of theory is ωB97M-V with the def2-TZVPD basis set.

Geometry as XYZ:
```
8
Properties=species:S:1:pos:R:3:lowdin_charge:R:1
C 0.7977 0.7934 0.0123 -0.223
H -1.2823 0.5363 0.0640 0.050
C -1.0397 -0.5051 0.0535 0.115
O 1.9691 0.9924 0.0750 0.150
H 0.0743 1.5338 -0.3372 0.132
O 1.0154 -1.5386 0.0442 -0.001
H -1.8083 -1.2587 0.0340 0.099
N 0.2738 -0.5534 0.0542 -0.322
```

For the highest occupied orbital energy, the calculation gives -9.6280 eV. The structure (SMILES) is C=[N+]([O-])C=O. The value obtained for the orbital gap is 9.15 eV.



(two)
This record from the Open Molecules 2025 dataset describes 2 unconnected molecules or ions with the total composition C2H3NO2. The level of theory is ωB97M-V with the def2-TZVPD basis set.

Geometry as XYZ:
```
8
Properties=species:S:1:pos:R:3:lowdin_charge:R:1
N 2.9783 1.2757 0.5222 0.057
C 3.1469 0.5722 -0.3313 -0.110
H -3.1938 -0.0265 0.8035 0.062
H -2.6481 -1.0083 -0.6510 0.123
O -1.2790 -0.0213 0.5831 -0.122
O -0.2215 -0.3507 -0.1086 -0.145
C -2.4328 -0.3855 0.2376 0.075
H 3.6499 -0.0556 -1.0554 0.060
```

For the highest occupied orbital energy (spin up / spin down), the calculation gives -9.6622 / -9.6658 eV. The value obtained for the orbital gap (spin up / spin down) is 9.23 / 9.24 eV.



Most stable structure, least stable structure: (one), (two).



(one)
This record from the Open Molecules 2025 dataset describes 2 unconnected molecules or ions with the total composition C2H3NO2. The level of theory is ωB97M-V with the def2-TZVPD basis set.

Geometry as XYZ:
```
8
Properties=species:S:1:pos:R:3:lowdin_charge:R:1
N -0.5029 -1.6034 0.1141 0.188
O -1.7196 0.1331 -0.0604 -0.116
H 1.7432 0.2625 1.0993 0.046
H -1.7990 0.3208 -1.0278 0.137
H 1.5854 0.5961 -0.7984 0.126
C 1.2636 0.0727 0.1958 0.051
O -1.0554 1.2189 0.3103 -0.101
C 0.4846 -1.0007 0.1671 -0.331
```

For the highest occupied orbital energy (spin up / spin down), the calculation gives -10.6299 / -9.4647 eV. The value obtained for the orbital gap (spin up / spin down) is 9.52 / 8.77 eV.



(two)
This record from the Open Molecules 2025 dataset describes 2 unconnected molecules or ions with the total composition C2H3NO2. The level of theory is ωB97M-V with the def2-TZVPD basis set.

Geometry as XYZ:
```
8
Properties=species:S:1:pos:R:3:lowdin_charge:R:1
H -0.5473 1.5274 1.8147 0.084
H -1.2827 1.1102 0.2456 0.089
O 1.6772 -1.9508 -1.1826 0.211
C 0.6185 -1.5973 -1.4324 -0.484
N -0.1196 -0.3187 1.0828 0.113
H 0.4574 1.4875 0.3425 0.087
O -0.4274 -1.2475 -1.7371 0.194
C -0.3762 0.9891 0.8666 -0.294
```

For the highest occupied orbital energy (spin up / spin down), the calculation gives -9.7576 / -9.7475 eV. The value obtained for the orbital gap (spin up / spin down) is 9.19 / 9.12 eV.



(three)
This record from the Open Molecules 2025 dataset describes 2 unconnected molecules or ions with the total composition C2H3NO2. The level of theory is ωB97M-V with the def2-TZVPD basis set.

Geometry as XYZ:
```
8
Properties=species:S:1:pos:R:3:lowdin_charge:R:1
C 0.2359 0.0795 -1.5959 -0.369
H 0.7358 -0.7906 2.0864 0.085
N 0.4651 0.7203 -2.5704 0.202
O -0.3173 -0.6373 -0.8270 0.103
C -0.2964 -0.3719 1.9085 -0.168
H -1.1189 -1.0408 2.5122 0.116
O -0.6434 0.4598 1.1181 -0.038
H 0.9391 1.5809 -2.6318 0.069
```

For the highest occupied orbital energy, the calculation gives -9.9563 eV. The structure (SMILES) is N=C=O.C=O. The value obtained for the orbital gap is 10.70 eV.



Most stable structure, least stable structure: (three), (one).